Entry 1:
Molecular formula: C57H48N11OSY
Method: DFT, the ωB97M-V functional and the def2-TZVPD basis

Properties
Maximum force   1.617 eV Å⁻¹
Kohn-Sham gap   5.6 eV
ΔE to the lowest compared entry with this formula, charge and spin   1.841 eV
HOMO   -6.37 eV

Structure (XYZ):
```
119
Properties=species:S:1:pos:R:3:forces:R:3
Y -0.087816 -0.414608 -0.038272 -1.3 0.3 0.9
C 5.881137 -3.944018 -3.892131 0.0 0.0 0.0
C 5.480856 -2.652228 -4.208203 0.0 0.0 0.0
C 4.432048 -2.060500 -3.520121 0.0 0.0 0.0
C 3.784183 -2.752476 -2.502539 -0.1 -0.1 0.1
C 4.195321 -4.040203 -2.179677 0.0 0.0 0.0
C 5.236259 -4.636992 -2.877966 0.0 0.0 0.0
C 2.650237 -2.114095 -1.768321 0.0 0.2 0.1
C 1.439654 -2.022702 -2.490326 0.0 -0.1 -0.1
C 1.168701 -2.596428 -3.753661 -0.1 -0.1 0.0
C -0.141280 -2.284037 -4.070595 0.0 0.0 0.0
C -0.630099 -1.499486 -3.004136 0.0 0.1 -0.2
N 0.307464 -1.357626 -2.066361 0.3 0.0 -0.1
C -1.991494 -0.825632 -2.848576 -0.1 -0.1 0.4
C -1.823751 0.661887 -2.573612 -0.2 0.1 -0.2
C -2.339076 1.750195 -3.334139 0.0 0.0 0.0
C -1.867410 2.889622 -2.733248 0.0 0.0 0.0
C -1.098233 2.478801 -1.604750 0.0 0.0 0.0
C -0.407741 3.302060 -0.713208 0.1 0.0 0.1
C -0.531044 4.774920 -0.925048 -0.1 -0.1 -0.1
C 0.611726 5.536899 -1.158683 0.0 0.0 0.0
C 0.509745 6.894334 -1.423112 0.0 0.0 0.0
C -0.734104 7.510337 -1.442951 0.0 0.0 0.0
C -1.875547 6.764436 -1.185878 0.0 0.0 0.0
C -1.773772 5.404442 -0.931223 0.0 0.0 0.0
C 0.408002 2.919985 0.370898 -0.1 -0.1 0.0
N 0.890642 1.641607 0.642924 0.1 0.1 -0.2
C 1.611834 1.712917 1.764221 0.1 0.0 0.0
C 2.190383 0.469418 2.428998 0.0 -0.1 -0.1
C 3.336451 0.751466 3.400794 -0.1 0.1 0.0
C 3.768856 -0.274100 4.245240 0.0 0.0 0.0
C 4.783712 -0.074449 5.166401 0.0 0.0 0.0
C 5.438450 1.148089 5.232968 0.0 0.0 0.0
C 5.096763 2.140470 4.329820 0.0 0.0 0.0
C 4.065375 1.937739 3.419255 0.0 0.0 0.0
C 2.748535 -0.504929 1.393831 0.1 0.1 -0.1
C 4.111021 -0.934799 1.298246 0.0 -0.1 0.0
C 4.228249 -1.633602 0.126342 0.0 0.0 0.1
C 2.948042 -1.628902 -0.494991 0.0 -0.1 -0.1
N 2.071924 -0.935446 0.333128 0.3 0.0 -0.1
C 1.531412 3.023744 2.314704 -0.1 0.0 0.0
C 0.810028 3.782034 1.420526 0.0 0.0 0.1
N -1.118421 1.093283 -1.543703 0.3 0.2 0.0
C -2.867703 -1.026902 -4.081750 0.0 -0.1 0.0
C -2.362444 -0.626800 -5.320784 0.0 0.0 0.0
C -3.104359 -0.775708 -6.479377 0.0 0.0 0.0
C -4.376308 -1.333675 -6.427354 0.0 0.0 0.0
C -4.897464 -1.714118 -5.203181 0.0 0.0 0.0
C -4.151882 -1.552144 -4.039208 -0.1 0.1 0.0
H 6.694594 -4.408205 -4.434700 0.0 0.0 0.0
H 5.983272 -2.106145 -4.996321 0.0 0.0 0.0
H 4.108551 -1.056464 -3.765703 0.0 0.0 0.0
H 3.688378 -4.574638 -1.385561 0.0 0.0 0.0
H 5.539982 -5.646074 -2.630546 0.0 0.0 0.0
H 1.861611 -3.171820 -4.346960 0.0 0.0 0.0
H -0.682045 -2.573659 -4.955247 0.0 0.0 0.0
H -2.967099 1.680618 -4.205823 0.0 0.0 0.0
H -2.024656 3.903167 -3.062992 0.0 0.0 0.0
H 1.579055 5.051185 -1.146616 0.0 0.0 0.0
H 1.405048 7.471882 -1.613375 0.0 0.0 0.0
H -0.812958 8.568525 -1.656216 0.0 0.0 0.0
H -2.847706 7.240653 -1.189794 0.0 0.0 0.0
H -2.664307 4.818466 -0.737243 0.0 0.0 0.0
H 3.326612 -1.255084 4.154906 -0.1 0.0 0.1
H 5.072567 -0.884461 5.824537 0.0 0.0 0.0
H 6.230542 1.308816 5.953050 0.0 0.0 0.0
H 5.639817 3.077218 4.318137 0.0 0.0 0.0
H 3.862141 2.709573 2.692603 0.0 0.0 0.0
H 4.901277 -0.717145 1.995284 0.0 0.0 0.0
H 5.121705 -2.081297 -0.278063 0.0 0.0 0.0
H 1.929120 3.350687 3.259809 0.1 0.0 0.0
H 0.563255 4.828685 1.508370 0.0 0.0 0.0
H -1.373753 -0.188101 -5.373359 0.0 0.0 0.0
H -2.687728 -0.458004 -7.426760 0.0 0.0 0.0
H -4.955879 -1.458334 -7.332851 0.0 0.0 0.0
H -5.890677 -2.140625 -5.142412 0.0 0.0 0.0
H -4.595042 -1.814488 -3.086635 0.0 0.0 0.0
C -1.670738 -4.248001 2.142513 0.1 -0.1 -0.1
C -0.882151 -3.056720 1.700832 0.2 0.0 0.2
N -0.799171 -2.703822 0.472670 -0.2 0.0 -0.1
N -1.335189 -3.597873 -0.450299 0.0 0.2 0.0
C -2.162006 -3.121999 -1.296894 -0.2 -0.2 0.2
N -2.593198 -3.903723 -2.324574 0.0 0.1 0.0
S -2.831719 -1.456216 -1.233927 0.9 0.2 -0.8
C -0.161508 -2.196691 2.690780 -0.4 0.1 -0.2
C 0.234107 -2.774462 3.860721 0.2 0.1 0.2
C 0.761373 -1.909689 4.876463 -0.1 -0.2 -0.1
C 0.978502 -0.615332 4.612621 0.0 0.2 0.0
C 0.784650 -0.057026 3.238240 0.2 -0.2 -0.1
N -0.035922 -0.878924 2.371543 0.2 -0.1 0.0
H -2.612973 -4.250928 1.595545 0.0 0.0 0.0
H -1.867361 -4.215688 3.209493 0.0 0.0 0.0
H -1.138119 -5.170195 1.894919 0.0 0.0 0.0
H -2.336043 -4.876243 -2.277795 0.0 0.0 0.0
H -3.467646 -3.674750 -2.759845 0.0 0.0 0.0
H 0.099301 -3.829343 4.038536 -0.1 0.0 0.0
H 0.938107 -2.300604 5.872705 0.0 0.0 0.0
H 1.301498 0.066917 5.388684 0.0 0.0 0.0
H 0.294776 0.918016 3.368898 0.0 0.0 0.0
O -5.300570 -1.748090 2.658146 0.0 0.2 -0.2
C -4.736971 -2.189233 1.665593 -0.1 -0.3 0.1
N -4.160066 -2.614046 0.726137 -0.2 0.0 0.2
N -3.797855 1.465858 3.711860 0.1 0.0 -0.1
C -2.979840 2.624703 3.202167 0.0 0.1 0.0
C -2.708172 2.433191 1.715389 0.0 -0.1 -0.1
N -2.040135 1.167940 1.465461 0.0 -0.3 0.1
C -2.863668 0.061310 1.957807 0.1 0.2 -0.1
C -3.129823 0.136036 3.440913 0.1 -0.1 0.1
H -4.694263 1.444938 3.219847 -0.1 0.0 0.1
H -3.992754 1.572352 4.704783 0.0 0.0 0.0
H -2.039915 2.619333 3.755366 0.0 0.0 0.1
H -3.517716 3.547892 3.416736 -0.1 0.0 0.0
H -2.099062 3.262210 1.357316 0.0 0.0 0.0
H -3.650904 2.440098 1.157321 0.0 0.1 0.0
H -1.139871 1.164930 1.942526 -0.1 0.0 0.1
H -2.387721 -0.889796 1.754098 -0.1 0.0 -0.1
H -3.806811 0.068810 1.405792 0.0 0.0 0.0
H -2.202182 0.094378 4.016476 0.0 0.1 0.0
H -3.812966 -0.656567 3.743752 -0.1 0.1 0.0
```
Forces are in eV/Å.



Entry 2:
Molecular formula: C57H50ClF9InNO4P
Method: DFT, the ωB97M-V functional and the def2-TZVPD basis

Properties
Charge   -1
Maximum force   2.260 eV Å⁻¹
Kohn-Sham gap   6.9 eV
HOMO   -5.20 eV

Structure (XYZ):
```
124
Properties=species:S:1:pos:R:3:forces:R:3
C 1.453322 2.398779 -0.843833 -0.4 -0.6 0.1
C 1.116885 2.523540 -2.128313 0.4 1.6 -0.3
In 2.518694 3.449388 -3.537827 -1.0 -0.1 0.3
Cl 2.854282 1.955548 -5.439574 0.0 0.3 0.3
N 4.478101 3.745210 -2.632155 -0.8 1.0 -0.3
C 5.068252 4.556341 -3.305701 1.2 -1.9 0.2
O 5.858850 5.132441 -3.976441 -0.4 1.0 -0.1
P 1.833800 5.792740 -4.346868 0.3 -1.1 -0.3
O 0.424990 5.911305 -4.746600 -0.4 0.4 0.0
O 2.229749 6.832990 -3.124299 0.1 -0.1 -0.8
O 2.796335 6.178116 -5.612825 -0.2 0.4 0.6
H 1.935135 3.168484 -0.253986 1.2 -0.4 -0.3
H 1.218611 1.458953 -0.349350 -0.9 0.7 0.6
H 0.174950 2.109826 -2.455795 0.5 -1.3 -0.4
H 2.309073 6.281142 -2.341062 0.1 0.1 0.3
H 3.468125 5.493289 -5.689360 0.3 0.1 -0.1
F -0.578748 0.804829 -4.234671 -0.2 0.0 -0.1
C -0.492507 -0.391115 -4.836586 0.1 -0.2 0.0
C 0.078481 -1.443129 -4.149301 0.1 0.0 0.2
C 0.161138 -2.680406 -4.765859 0.0 0.1 -0.2
C -0.316130 -2.849543 -6.059605 0.0 -0.1 0.0
C -0.880964 -1.777440 -6.737275 0.1 -0.1 0.2
C -0.974182 -0.538078 -6.121015 -0.1 0.1 -0.2
H 0.453456 -1.287445 -3.145944 0.0 0.0 0.0
H 0.601988 -3.515391 -4.236372 0.0 0.0 0.0
H -0.245411 -3.817163 -6.539935 0.0 0.0 0.0
H -1.248335 -1.904999 -7.746850 0.0 0.0 0.0
H -1.414509 0.310126 -6.628737 0.1 0.0 0.0
F -5.019550 -1.578357 -6.648110 0.0 0.0 0.0
C -5.337552 -0.644282 -5.726182 -0.1 0.2 0.2
C -6.643543 -0.555698 -5.286912 -0.2 -0.2 -0.1
C -6.967894 0.402797 -4.336782 0.1 0.0 0.0
C -5.990614 1.259899 -3.850053 0.0 0.0 0.0
C -4.683802 1.156502 -4.308777 -0.1 0.0 0.0
C -4.350715 0.194097 -5.249709 0.2 0.0 -0.1
H -7.391997 -1.228354 -5.685995 0.0 0.0 0.0
H -7.985414 0.480543 -3.977479 0.0 0.0 0.0
H -6.247352 2.008847 -3.112801 0.0 0.0 0.0
H -3.920862 1.825451 -3.933890 0.0 0.0 0.0
H -3.337437 0.093246 -5.610618 -0.1 0.0 0.0
F 1.384531 -0.575856 0.106704 0.0 -0.2 0.1
C 1.368283 -1.904332 -0.095745 0.0 -0.2 -0.1
C 0.158098 -2.536263 -0.302673 -0.2 0.2 -0.1
C 0.143184 -3.906345 -0.517772 0.2 0.0 0.0
C 1.331298 -4.624971 -0.514274 0.0 -0.1 0.0
C 2.538466 -3.971099 -0.300433 -0.1 0.0 0.0
C 2.561878 -2.599736 -0.094272 0.2 0.1 0.1
H -0.756692 -1.959489 -0.293407 0.0 0.0 0.0
H -0.797958 -4.412345 -0.686703 0.0 0.0 0.0
H 1.316415 -5.694628 -0.678680 0.0 0.0 0.0
H 3.464575 -4.530182 -0.294787 0.0 0.0 0.0
H 3.491527 -2.069750 0.064620 0.0 0.0 0.0
F -2.627754 -3.060859 -3.858344 -0.1 0.0 0.1
C -3.356760 -4.182017 -3.948167 -0.1 -0.2 0.0
C -2.762731 -5.391352 -3.642125 0.2 0.0 0.1
C -3.516255 -6.552682 -3.730298 -0.1 0.1 0.0
C -4.844317 -6.492946 -4.129853 0.0 -0.1 0.0
C -5.421788 -5.268113 -4.436914 0.1 -0.1 0.1
C -4.677623 -4.101622 -4.342028 -0.1 0.2 0.0
H -1.723766 -5.416127 -3.340189 0.0 0.0 0.0
H -3.065557 -7.505729 -3.487153 0.0 0.0 0.0
H -5.428594 -7.401049 -4.201502 0.0 0.0 0.0
H -6.455668 -5.220123 -4.752070 0.0 0.0 0.0
H -5.111355 -3.138195 -4.569058 0.0 0.0 0.0
F 1.500929 13.100966 -3.634059 0.0 0.0 0.0
C 2.501600 12.210081 -3.447439 0.2 -0.2 0.0
C 2.237265 10.862137 -3.584377 -0.2 0.0 0.0
C 3.267162 9.951657 -3.396489 0.1 0.1 0.0
C 4.539473 10.401739 -3.066210 0.0 0.0 0.0
C 4.783944 11.761112 -2.928745 -0.1 -0.1 0.0
C 3.759680 12.676900 -3.125075 0.0 0.2 0.0
H 1.237607 10.531817 -3.834682 0.0 0.0 0.0
H 3.077465 8.892754 -3.506146 0.0 0.0 0.0
H 5.340065 9.689216 -2.916351 0.0 0.0 0.0
H 5.774244 12.110983 -2.667736 0.0 0.0 0.0
H 3.930457 13.741515 -3.030664 0.0 0.0 0.0
F -2.015751 -3.167997 1.740956 -0.1 0.0 0.0
C -1.754641 -3.331111 3.051869 0.1 0.0 0.3
C -2.789412 -3.249722 3.961736 -0.2 0.0 -0.1
C -2.510160 -3.423474 5.309675 0.2 0.0 -0.1
C -1.208001 -3.665464 5.728384 -0.2 0.0 0.0
C -0.182099 -3.739077 4.796158 -0.1 0.0 0.0
C -0.453805 -3.576015 3.445504 0.2 0.0 -0.1
H -3.795633 -3.053317 3.615376 0.0 0.0 0.0
H -3.309823 -3.369005 6.036121 0.0 0.1 0.0
H -0.993379 -3.795793 6.776819 -0.1 0.1 -0.2
H 0.833213 -3.923213 5.121665 0.0 0.0 0.0
H 0.329907 -3.636680 2.700457 0.0 0.0 0.0
F -5.180464 -3.914661 7.694671 0.0 0.0 0.0
C -5.201383 -5.247667 7.489585 0.0 -0.3 0.0
C -6.415156 -5.883473 7.324961 -0.2 0.1 0.0
C -6.430197 -7.253869 7.110272 0.2 0.0 0.0
C -5.239650 -7.967482 7.072547 0.0 -0.1 0.0
C -4.029859 -7.309360 7.244613 -0.1 0.0 0.0
C -4.007803 -5.938268 7.449639 0.2 0.1 0.1
H -7.331720 -5.310066 7.364995 0.0 0.0 0.0
H -7.373121 -7.765374 6.972336 0.0 0.0 0.0
H -5.255780 -9.036608 6.908269 0.0 0.0 0.0
H -3.101280 -7.863167 7.218658 0.0 0.0 0.0
H -3.074039 -5.406656 7.576408 0.0 0.0 0.0
F 0.448589 -4.252556 8.076273 0.3 -0.1 0.3
C 0.370142 -3.937854 9.387019 0.0 0.1 0.3
C 1.519802 -3.578381 10.059862 0.2 0.0 -0.1
C 1.434506 -3.251060 11.404749 -0.2 0.0 0.0
C 0.209802 -3.296114 12.057140 0.0 0.0 0.1
C -0.933923 -3.664281 11.362732 0.1 0.0 0.0
C -0.858008 -3.983915 10.015294 -0.2 -0.1 -0.1
H 2.465100 -3.556295 9.534230 0.0 0.0 0.0
H 2.325645 -2.960369 11.944151 0.0 0.0 0.0
H 0.147689 -3.043443 13.107147 0.0 0.0 0.0
H -1.888188 -3.703068 11.870204 0.0 0.0 0.0
H -1.740212 -4.265240 9.455084 0.0 0.0 0.0
F 5.891839 6.710836 0.708244 0.0 0.0 0.0
C 7.147066 6.671843 0.223436 0.2 0.0 -0.1
C 8.206381 6.823246 1.096827 0.0 0.0 0.2
C 9.500226 6.778443 0.597788 -0.1 0.0 -0.1
C 9.716535 6.593102 -0.760912 0.1 0.0 0.0
C 8.636985 6.447465 -1.622573 0.1 0.0 0.1
C 7.341888 6.482276 -1.129845 -0.2 0.0 -0.2
H 8.015205 6.973486 2.151285 0.0 0.0 0.0
H 10.340267 6.888329 1.271034 0.0 0.0 0.0
H 10.726799 6.561703 -1.147906 0.0 0.0 0.0
H 8.800339 6.305853 -2.682245 -0.1 0.0 0.0
H 6.497535 6.355418 -1.794150 0.0 0.0 0.0
```
Forces are in eV/Å.



Question: HOMO of number 1 (C57H48N11OSY)?
Answer: -6.37 eV



Question: Which of these has the highest HOMO?
Answer: C57H50ClF9InNO4P



Question: Which formula does entry 2 have?
Answer: C57H50ClF9InNO4P



Question: What is the HOMO in the first record?
Answer: -6.37 eV